# 1
Here is a molecular structure, C27H45N2O17S2 from the Open Molecules 2025 dataset. Energies are from ωB97M-V/def2-TZVPD.

Lowest unoccupied orbital energy ... 1.243 eV
HOMO-LUMO gap ... 7.0 eV
Charge ... -1

CARTESIAN COORDINATES (ANGSTROEM)
1 N 2.96 2.21 2.17
2 C 2.64 2.50 0.76
3 C 3.47 1.67 -0.22
4 C 4.52 2.44 -1.02
5 S 5.87 3.24 -0.15
6 O 5.42 3.65 1.17
7 O 6.34 4.27 -1.04
8 N 7.00 2.10 -0.10
9 S 7.17 1.08 1.08
10 O 8.34 0.29 0.78
11 O 5.98 0.35 1.45
12 O 7.50 1.95 2.39
13 H 3.82 1.67 2.20
14 H 3.21 3.07 2.64
15 H 1.58 2.31 0.59
16 H 2.83 3.57 0.57
17 H 2.80 1.24 -0.97
18 H 3.92 0.82 0.29
19 H 4.08 3.20 -1.67
20 H 5.06 1.75 -1.67
21 H 7.86 2.80 2.10
22 O 0.52 0.55 -1.93
23 C 0.40 -0.51 -1.38
24 O 0.71 -0.68 -0.08
25 C 0.55 -2.07 0.29
26 C -0.42 -2.65 -0.74
27 C -0.08 -1.82 -1.97
28 H 1.53 -2.54 0.24
29 H 0.17 -2.11 1.31
30 H -0.29 -3.72 -0.87
31 H -1.44 -2.46 -0.43
32 H 0.77 -2.26 -2.51
33 H -0.91 -1.63 -2.65
34 O 2.72 -3.21 -1.72
35 C 3.83 -2.77 -1.83
36 O 4.36 -1.94 -0.93
37 C 5.67 -1.50 -1.33
38 C 6.16 -2.57 -2.30
39 C 4.84 -3.03 -2.93
40 H 5.57 -0.53 -1.82
41 H 6.28 -1.39 -0.43
42 H 6.89 -2.19 -3.01
43 H 6.61 -3.39 -1.75
44 H 4.56 -2.43 -3.80
45 H 4.83 -4.08 -3.22
46 O -2.09 -3.60 1.77
47 C -3.27 -3.45 1.90
48 O -3.79 -2.60 2.81
49 C -5.22 -2.68 2.81
50 C -5.60 -3.25 1.45
51 C -4.39 -4.14 1.15
52 H -5.53 -3.34 3.63
53 H -5.62 -1.69 3.00
54 H -6.56 -3.76 1.47
55 H -5.66 -2.45 0.72
56 H -4.50 -5.15 1.56
57 H -4.14 -4.22 0.10
58 O -8.24 -1.81 2.09
59 C -8.35 -0.64 1.88
60 O -8.44 -0.14 0.63
61 C -8.47 1.31 0.66
62 C -8.95 1.66 2.07
63 C -8.40 0.49 2.89
64 H -7.46 1.67 0.48
65 H -9.12 1.66 -0.13
66 H -8.62 2.64 2.40
67 H -10.04 1.64 2.10
68 H -7.38 0.68 3.23
69 H -9.01 0.21 3.74
70 O -10.19 2.36 -1.92
71 C -11.35 2.62 -1.74
72 O -11.74 3.57 -0.86
73 C -13.17 3.61 -0.76
74 C -13.68 2.98 -2.05
75 C -12.57 1.98 -2.37
76 H -13.46 3.03 0.12
77 H -13.48 4.64 -0.62
78 H -14.67 2.53 -1.95
79 H -13.73 3.74 -2.83
80 H -12.72 1.01 -1.88
81 H -12.40 1.81 -3.43
82 O 14.55 0.14 -1.05
83 C 13.44 0.06 -0.60
84 O 12.74 -1.10 -0.59
85 C 11.40 -0.88 -0.08
86 C 11.50 0.39 0.75
87 C 12.59 1.16 0.01
88 H 10.73 -0.76 -0.93
89 H 11.11 -1.75 0.48
90 H 10.54 0.90 0.82
91 H 11.84 0.15 1.76
92 H 12.19 1.77 -0.81
93 H 13.20 1.80 0.64

# 2
Here is 3 unconnected molecules or ions with the total composition C27H45N5O3S from the Open Molecules 2025 dataset. Energies are from ωB97M-V/def2-TZVPD.

Lowest unoccupied orbital energy ... 0.594 eV
HOMO-LUMO gap ... 8.5 eV
SMILES string ... NCCCCc1c(CCC(N)=O)ccc2c1Sc1ccccc1N2.COC[C@@H](C)N.COC[C@@H](C)N
Charge ... 0

CARTESIAN COORDINATES (ANGSTROEM)
1 N -4.47 2.30 0.63
2 C -3.38 1.42 0.15
3 C -2.13 1.56 1.07
4 C -1.36 2.83 0.63
5 C -0.64 3.55 1.80
6 C 0.57 4.32 1.27
7 C 0.46 5.50 0.53
8 C -0.89 6.11 0.16
9 C -1.31 5.90 -1.35
10 C -0.29 5.13 -2.19
11 N -0.42 3.70 -2.37
12 O 0.62 5.71 -2.76
13 C 1.61 6.14 0.13
14 C 2.86 5.65 0.37
15 C 2.98 4.47 1.06
16 C 1.84 3.83 1.51
17 S 2.14 2.31 2.41
18 C 3.43 1.63 1.37
19 C 3.47 0.30 1.04
20 C 4.47 -0.16 0.21
21 C 5.39 0.76 -0.25
22 C 5.36 2.08 0.09
23 C 4.35 2.54 0.92
24 N 4.25 3.90 1.31
25 H -4.10 3.23 0.81
26 H -4.78 1.94 1.53
27 H -3.71 0.38 0.08
28 H -3.14 1.77 -0.86
29 H -1.49 0.71 0.81
30 H -2.41 1.56 2.13
31 H -0.58 2.50 -0.05
32 H -2.03 3.55 0.16
33 H -1.31 4.21 2.36
34 H -0.33 2.76 2.49
35 H -0.96 7.16 0.43
36 H -1.62 5.55 0.75
37 H -2.26 5.37 -1.41
38 H -1.39 6.89 -1.80
39 H 0.44 3.25 -2.07
40 H -0.47 3.52 -3.37
41 H 1.48 7.06 -0.44
42 H 3.74 6.19 0.01
43 H 2.70 -0.35 1.45
44 H 4.49 -1.20 -0.08
45 H 6.16 0.39 -0.92
46 H 6.09 2.79 -0.29
47 H 4.98 4.41 0.83
48 C 3.80 -3.98 0.80
49 O 4.10 -4.16 -0.57
50 C 5.12 -5.11 -0.84
51 C 4.65 -6.57 -0.83
52 C 4.44 -7.14 0.57
53 N 3.43 -6.77 -1.61
54 H 4.69 -4.07 1.43
55 H 3.03 -4.68 1.12
56 H 3.40 -2.97 0.92
57 H 5.47 -4.88 -1.85
58 H 5.97 -4.96 -0.17
59 H 5.45 -7.16 -1.30
60 H 3.51 -6.79 1.02
61 H 4.39 -8.23 0.54
62 H 5.26 -6.86 1.24
63 H 3.60 -6.49 -2.57
64 H 2.75 -6.08 -1.29
65 C -4.46 -2.44 -1.38
66 O -4.97 -2.22 -0.07
67 C -6.37 -2.39 0.05
68 C -6.83 -3.85 0.19
69 C -6.81 -4.63 -1.12
70 N -6.05 -4.58 1.19
71 H -5.17 -2.11 -2.15
72 H -4.21 -3.49 -1.52
73 H -3.54 -1.86 -1.48
74 H -6.64 -1.86 0.97
75 H -6.89 -1.88 -0.77
76 H -7.87 -3.82 0.53
77 H -5.80 -4.93 -1.41
78 H -7.40 -5.54 -1.02
79 H -7.24 -4.04 -1.94
80 H -6.15 -4.12 2.09
81 H -5.07 -4.45 0.96

# 3
Here is a molecular structure, C27H45N8O2V from the Open Molecules 2025 dataset. Energies are from ωB97M-V/def2-TZVPD.

Lowest unoccupied orbital energy (alpha / beta) ... -1.784 / -1.829 eV
HOMO-LUMO gap (alpha / beta) ... 7.6 / 8.1 eV
Expectation value of S² ... 3.761
Multiplicity ... 4
Charge ... +1

CARTESIAN COORDINATES (ANGSTROEM)
1 V -0.01 -0.77 -0.39
2 C 1.20 -2.65 1.79
3 N 2.49 -1.99 1.93
4 C 3.23 -2.28 3.16
5 C 2.90 -1.08 1.01
6 N 2.03 -0.61 0.17
7 C 2.46 0.02 -1.05
8 C 3.44 -0.55 -1.81
9 C 3.85 0.02 -3.03
10 C 3.24 1.15 -3.49
11 C 2.15 1.72 -2.79
12 C 1.42 2.79 -3.37
13 C 0.27 3.24 -2.79
14 C -0.17 2.68 -1.58
15 C 0.55 1.71 -0.93
16 N 0.07 1.19 0.31
17 C -0.20 2.03 1.28
18 N 0.34 3.30 1.36
19 C -0.55 4.45 1.44
20 C 1.69 3.59 0.92
21 N -0.98 1.67 2.33
22 C -1.89 0.54 2.29
23 C -0.92 2.34 3.63
24 C 1.74 1.17 -1.54
25 N 4.21 -0.66 1.10
26 C 5.29 -1.63 1.00
27 C 4.58 0.71 0.77
28 H 1.04 -3.27 2.66
29 H 1.14 -3.26 0.89
30 H 0.38 -1.92 1.77
31 H 2.54 -2.26 4.01
32 H 4.00 -1.54 3.33
33 H 3.70 -3.27 3.13
34 H 3.89 -1.48 -1.48
35 H 4.65 -0.44 -3.60
36 H 3.54 1.60 -4.43
37 H 1.77 3.20 -4.31
38 H -0.31 4.02 -3.27
39 H -1.09 3.02 -1.13
40 H -1.56 4.13 1.66
41 H -0.55 4.98 0.49
42 H -0.22 5.14 2.22
43 H 2.28 2.68 0.91
44 H 2.15 4.28 1.64
45 H 1.73 4.04 -0.07
46 H -1.87 0.07 1.32
47 H -2.92 0.87 2.47
48 H -1.63 -0.18 3.07
49 H -0.03 2.95 3.71
50 H -0.88 1.57 4.41
51 H -1.80 2.96 3.81
52 H 4.92 -2.64 1.17
53 H 6.07 -1.42 1.73
54 H 5.74 -1.60 0.00
55 H 3.72 1.36 0.86
56 H 4.98 0.80 -0.24
57 H 5.34 1.04 1.48
58 C -4.60 -0.27 -2.72
59 C -4.74 -0.21 -1.20
60 N -4.34 -1.43 -0.50
61 C -5.38 -2.44 -0.25
62 C -5.53 -3.47 -1.38
63 C -3.04 -1.65 -0.23
64 C -2.67 -2.87 0.57
65 N -2.08 -0.86 -0.62
66 H -4.67 0.73 -3.15
67 H -5.39 -0.87 -3.17
68 H -3.64 -0.70 -3.01
69 H -5.77 0.00 -0.91
70 H -4.15 0.62 -0.80
71 H -6.31 -1.91 -0.11
72 H -5.16 -2.95 0.69
73 H -5.87 -2.99 -2.30
74 H -6.27 -4.22 -1.09
75 H -4.59 -3.97 -1.59
76 H -3.02 -2.77 1.60
77 H -1.59 -3.00 0.55
78 H -3.12 -3.78 0.16
79 H -2.39 -0.11 -1.22
80 O 0.38 -2.67 -1.22
81 C 0.29 -2.12 -2.36
82 O -0.07 -0.91 -2.47
83 H 0.55 -2.69 -3.26

# 4
Here is a molecular structure, C27H46AsN7SSi3V from the Open Molecules 2025 dataset. Energies are from ωB97M-V/def2-TZVPD.

Lowest unoccupied orbital energy (alpha / beta) ... -5.858 / -5.992 eV
HOMO-LUMO gap (alpha / beta) ... 6.8 / 7.5 eV
Expectation value of S² ... 3.775
Multiplicity ... 4
Energy above the lowest of the compared OMol25 structures with the same formula, charge and spin ... 6.3 kJ/mol
Charge ... +2

CARTESIAN COORDINATES (ANGSTROEM)
1 V -1.20 -0.04 -0.19
2 N -1.95 -0.13 4.17
3 C -1.64 0.28 2.95
4 N -1.68 -0.47 1.88
5 C -2.13 -1.79 2.01
6 N -2.30 -2.55 0.97
7 N -1.97 -1.89 -0.19
8 C -2.31 -2.43 -1.31
9 C -1.99 -1.67 -2.52
10 C -2.26 -2.15 -3.79
11 C -1.97 -1.36 -4.88
12 C -1.41 -0.11 -4.68
13 C -1.16 0.30 -3.38
14 N -1.44 -0.44 -2.31
15 C -2.43 -2.31 3.33
16 C -2.81 -3.64 3.55
17 C -3.08 -4.08 4.83
18 C -2.98 -3.20 5.91
19 C -2.61 -1.89 5.72
20 C -2.33 -1.45 4.43
21 H -1.89 0.52 4.94
22 H -1.33 1.31 2.85
23 H -2.84 -3.38 -1.35
24 H -2.69 -3.14 -3.90
25 H -2.17 -1.72 -5.89
26 H -1.16 0.54 -5.51
27 H -0.71 1.27 -3.18
28 H -2.88 -4.31 2.70
29 H -3.37 -5.11 5.00
30 H -3.19 -3.55 6.91
31 H -2.53 -1.20 6.55
32 C -0.91 5.15 -0.38
33 N -1.83 4.48 -1.27
34 C -2.18 5.06 -2.57
35 C -3.24 4.09 -3.11
36 N -3.01 2.92 -2.25
37 C -2.30 3.25 -1.16
38 S -2.08 2.23 0.20
39 H 0.06 5.26 -0.85
40 H -0.82 4.58 0.54
41 H -1.30 6.14 -0.14
42 H -1.29 5.11 -3.20
43 H -2.57 6.07 -2.44
44 H -3.09 3.84 -4.16
45 H -4.25 4.46 -2.97
46 H -3.65 2.14 -2.21
47 C 2.01 -1.11 -3.38
48 Si 2.35 -1.79 -1.67
49 C 4.20 -1.98 -1.49
50 C 1.48 -3.43 -1.44
51 As 1.38 -0.33 -0.04
52 Si 2.34 1.81 -0.39
53 C 1.97 2.89 1.09
54 C 4.17 1.71 -0.71
55 C 1.46 2.55 -1.88
56 Si 2.17 -1.12 2.07
57 C 1.75 0.19 3.35
58 C 4.01 -1.44 2.12
59 C 1.28 -2.72 2.43
60 H 2.58 -1.71 -4.09
61 H 2.31 -0.07 -3.50
62 H 0.96 -1.20 -3.66
63 H 4.55 -2.55 -2.35
64 H 4.48 -2.53 -0.60
65 H 4.72 -1.03 -1.48
66 H 1.66 -4.07 -2.31
67 H 0.40 -3.31 -1.33
68 H 1.85 -3.96 -0.57
69 H 2.56 2.61 1.96
70 H 0.91 2.86 1.36
71 H 2.22 3.92 0.84
72 H 4.69 1.11 0.04
73 H 4.60 2.72 -0.68
74 H 4.39 1.29 -1.69
75 H 0.38 2.57 -1.72
76 H 1.67 1.99 -2.80
77 H 1.81 3.57 -2.03
78 H 2.62 0.82 3.53
79 H 1.50 -0.30 4.30
80 H 0.92 0.83 3.06
81 H 4.61 -0.66 1.65
82 H 4.27 -2.39 1.66
83 H 4.30 -1.50 3.17
84 H 0.19 -2.63 2.42
85 H 1.58 -3.08 3.41
86 H 1.55 -3.49 1.70